1.
This record from OMol25 describes a 13-piece molecular cluster, C51H86Cl2FN16O2 overall. The level of theory is ωB97M-V/def2-TZVPD.

Structure (ORCA input):
```
! wB97M-V def2-TZVPD RIJCOSX def2/J DEFGRID3
* xyz 1 1
C 0.665 1.214 1.853
C 1.418 1.111 0.907
N 2.325 0.953 -0.266
C 2.259 2.356 -0.817
N 2.995 2.781 -1.974
C 3.657 0.670 0.406
C 3.826 1.352 1.852
F 4.781 1.264 -0.281
C 4.061 -0.859 0.535
C 5.197 -1.218 1.560
Cl 5.515 -3.047 1.648
C 6.637 -0.604 1.237
C 7.118 -0.793 -0.270
N 2.826 -1.600 0.765
C 1.817 -1.539 -0.344
C 2.197 -2.867 -1.199
C 0.450 -1.985 0.368
C -0.595 -2.815 -0.516
C -2.111 -2.501 -0.041
C -2.919 -3.783 0.409
C -4.458 -3.300 0.553
C -5.232 -3.249 -0.836
C -5.386 -1.801 -1.462
C -6.260 -0.790 -0.608
O -5.335 0.241 -0.123
C -6.025 1.263 0.561
C -6.526 0.925 2.031
O -6.212 2.373 0.094
C 1.817 -0.161 -1.190
N 2.821 -0.272 -2.233
C 2.717 -0.901 -3.523
C 3.372 0.069 -4.644
C 0.420 0.094 -1.897
Cl 0.444 1.307 -3.317
C -0.922 0.446 -1.144
C -1.627 1.861 -1.494
H -0.183 1.505 2.527
H 2.543 3.048 0.048
H 1.146 2.592 -0.958
H 2.959 2.228 -2.824
H 2.784 3.773 -2.149
H 4.950 1.399 2.054
H 3.517 2.435 1.887
H 3.416 0.716 2.689
H 4.467 -1.176 -0.491
H 4.964 -0.948 2.642
H 7.367 -1.206 1.876
H 6.773 0.470 1.551
H 8.207 -1.087 -0.308
H 6.998 0.188 -0.826
H 6.515 -1.585 -0.823
H 2.928 -2.592 0.982
H 1.605 -2.968 -2.153
H 3.297 -2.806 -1.477
H 2.000 -3.803 -0.576
H -0.083 -1.185 0.952
H 0.766 -2.734 1.177
H -0.508 -2.704 -1.630
H -0.463 -3.940 -0.303
H -2.627 -2.120 -0.985
H -2.143 -1.667 0.721
H -2.929 -4.629 -0.339
H -2.592 -4.197 1.418
H -4.998 -3.989 1.267
H -4.382 -2.278 1.062
H -4.742 -3.978 -1.549
H -6.292 -3.620 -0.624
H -4.419 -1.280 -1.715
H -5.933 -1.938 -2.458
H -6.872 -1.264 0.213
H -6.946 -0.249 -1.345
H -6.832 -0.160 2.030
H -5.655 1.084 2.740
H -7.402 1.579 2.290
H 3.643 0.320 -2.217
H 3.378 -1.836 -3.563
H 1.729 -1.214 -3.958
H 3.771 -0.645 -5.442
H 4.268 0.638 -4.260
H 2.594 0.701 -5.161
H 0.202 -0.883 -2.452
H -1.729 -0.290 -1.487
H -0.962 0.390 -0.028
H -2.438 1.960 -0.690
H -2.196 1.837 -2.466
H -0.960 2.753 -1.348
C -2.275 -0.895 -6.110
C -2.180 -1.509 -4.757
N -2.104 -1.983 -3.705
H -1.705 -1.487 -6.826
H -3.317 -0.858 -6.428
H -1.873 0.119 -6.085
C -11.305 1.569 2.931
C -9.954 1.339 3.510
N -8.905 1.159 3.960
H -11.828 0.620 2.820
H -11.884 2.221 3.587
H -11.214 2.040 1.952
C 5.772 2.726 4.985
C 4.556 1.958 5.371
N 3.611 1.361 5.664
H 6.262 3.117 5.876
H 6.467 2.076 4.453
H 5.495 3.558 4.338
C 6.353 0.616 -7.561
C 5.385 -0.452 -7.933
N 4.633 -1.280 -8.220
H 6.080 1.551 -8.051
H 6.345 0.764 -6.481
H 7.358 0.331 -7.874
C -1.828 4.301 4.236
C -1.464 4.407 2.798
N -1.196 4.500 1.676
H -2.677 3.627 4.356
H -0.982 3.915 4.806
H -2.099 5.285 4.621
C 3.157 6.563 3.955
C 4.510 6.372 4.547
N 5.560 6.224 5.008
H 2.658 5.599 3.853
H 2.559 7.208 4.598
H 3.245 7.024 2.971
C 0.253 -6.152 2.092
C 0.590 -6.022 0.648
N 0.851 -5.922 -0.474
H -0.606 -6.812 2.214
H 1.102 -6.568 2.635
H 0.011 -5.172 2.505
C -3.663 -4.819 -4.559
C -4.136 -5.280 -5.894
N -4.502 -5.637 -6.929
H -4.429 -4.203 -4.087
H -3.455 -5.679 -3.921
H -2.753 -4.232 -4.671
C -9.635 -1.511 -2.122
C -10.296 -0.874 -0.950
N -10.811 -0.379 -0.042
H -8.725 -2.021 -1.803
H -10.308 -2.238 -2.577
H -9.378 -0.752 -2.861
C 2.562 -0.121 8.375
C 1.352 -0.296 9.225
N 0.413 -0.432 9.884
H 3.220 0.628 8.816
H 3.101 -1.066 8.297
H 2.271 0.206 7.378
C -4.821 6.419 1.305
C -4.492 6.623 2.743
N -4.242 6.788 3.862
H -5.618 5.681 1.208
H -5.149 7.359 0.863
H -3.939 6.062 0.772
C 11.126 0.466 -1.027
C 10.650 0.021 -2.371
N 10.285 -0.322 -3.412
H 10.358 1.069 -0.542
H 11.343 -0.402 -0.404
H 12.032 1.062 -1.135
*
```

Summary:
E in Eh: -4041.07288
HOMO in eV: -11.4

***

2.
This record from OMol25 describes Br3O2P as an isolated structure. The level of theory is ωB97M-V/def2-TZVPD.

Structure (ORCA input):
```
! wB97M-V def2-TZVPD RIJCOSX def2/J DEFGRID3
* xyz 0 1
O 0.778 -0.975 0.891
O 0.042 1.215 -0.363
P -0.362 -0.290 -0.078
Br -0.804 2.205 -1.543
Br -2.367 -0.063 0.811
Br -0.737 -1.333 -1.972
*
```

Summary:
E in Eh: -8213.89294
Relative energy (zero: lowest compared OMol25 entry of this formula, charge and spin) in kJ/mol: 71.48
HOMO in eV: -10.8

***

Computed Kohn-Sham gap (Ha) in order:
0.3420 0.3550